Here is a molecular structure, C51H32N5Ru from the OMol25 dataset. Energies are from ωB97M-V with the def2-TZVPD basis set.

Last column: Mulliken spin population.
Positions of all 89 atoms, in Å:
1 Ru -0.3572 -0.1851 0.0477  1.0518
2 C -3.3988 4.2501 5.5493  -0.0001
3 C -4.1682 3.4122 4.7539  0.0000
4 C -3.5673 2.6449 3.7656  0.0011
5 C -2.1898 2.6976 3.5649  0.0017
6 C -1.4269 3.5489 4.3611  0.0026
7 C -2.0277 4.3202 5.3464  -0.0001
8 C -1.5658 1.8558 2.4998  0.0089
9 C -1.8362 2.2024 1.1747  -0.0175
10 C -2.5523 3.3841 0.7569  -0.0009
11 C -2.4079 3.4868 -0.5789  -0.0015
12 C -1.6191 2.3588 -1.0151  0.0053
13 C -1.3060 2.0541 -2.3452  -0.0186
14 C -1.5900 3.1000 -3.3668  0.0051
15 C -1.0189 4.3663 -3.2456  0.0012
16 C -1.2673 5.3514 -4.1896  -0.0005
17 C -2.0913 5.0850 -5.2744  0.0006
18 C -2.6683 3.8288 -5.4039  -0.0007
19 C -2.4222 2.8463 -4.4562  0.0024
20 C -0.8278 0.8180 -2.7714  0.0193
21 N -0.6395 -0.2681 -1.9540  0.0253
22 C -0.3331 -1.3292 -2.7503  0.0012
23 C 0.0339 -2.6144 -2.3233  0.0113
24 C 0.0261 -3.6818 -3.3625  0.0014
25 C 1.1361 -4.4806 -3.6334  0.0004
26 C 1.0633 -5.5082 -4.5621  0.0000
27 C -0.1212 -5.7520 -5.2436  0.0009
28 C -1.2235 -4.9420 -5.0079  -0.0002
29 C -1.1481 -3.9159 -4.0777  -0.0008
30 C 0.4348 -2.9250 -1.0277  -0.0325
31 C 0.9549 -4.1955 -0.5759  -0.0016
32 C 1.3287 -4.0411 0.7071  -0.0015
33 C 1.0141 -2.6814 1.0899  -0.0024
34 N 0.4537 -2.0440 0.0207  0.0191
35 C 1.1301 -2.1703 2.3842  -0.0018
36 C 0.5594 -0.9753 2.8236  0.0116
37 C 0.5623 -0.5005 4.1864  -0.0078
38 C -0.2403 0.5801 4.2357  0.0025
39 C -0.7189 0.8195 2.8954  -0.0082
40 N -0.2161 -0.1442 2.0656  0.0249
41 C 1.8072 -3.0338 3.3954  0.0028
42 C 1.1268 -3.4767 4.5282  0.0012
43 C 1.7603 -4.2778 5.4677  -0.0002
44 C 3.0862 -4.6496 5.2877  0.0002
45 C 3.7698 -4.2212 4.1588  -0.0006
46 C 3.1345 -3.4184 3.2218  -0.0001
47 C -0.3113 -0.8966 -4.1269  -0.0046
48 C -0.5872 0.4233 -4.1364  -0.0015
49 N -1.3113 1.5887 0.0687  0.0102
50 H -3.8638 4.8484 6.3219  0.0001
51 H -5.2385 3.3504 4.9043  -0.0001
52 H -4.1665 1.9901 3.1430  0.0001
53 H -0.3588 3.6187 4.1915  0.0001
54 H -1.4239 4.9828 5.9536  -0.0001
55 H -3.0692 4.0625 1.4156  -0.0006
56 H -2.8075 4.2538 -1.2218  -0.0005
57 H -0.3594 4.5691 -2.4096  -0.0001
58 H -0.8105 6.3270 -4.0806  -0.0001
59 H -2.2856 5.8510 -6.0141  0.0001
60 H -3.3132 3.6125 -6.2464  0.0000
61 H -2.9029 1.8789 -4.5416  0.0001
62 H 2.0742 -4.2708 -3.1323  0.0000
63 H 1.9381 -6.1155 -4.7585  0.0001
64 H -0.1855 -6.5695 -5.9505  0.0000
65 H -2.1464 -5.1118 -5.5471  0.0000
66 H -2.0160 -3.2971 -3.8853  -0.0003
67 H 1.0252 -5.0971 -1.1617  -0.0003
68 H 1.7605 -4.7902 1.3498  -0.0005
69 H 1.1212 -0.9353 4.9993  -0.0005
70 H -0.4832 1.1687 5.1041  -0.0001
71 H 0.0858 -3.2054 4.6602  -0.0001
72 H 1.2144 -4.6177 6.3387  0.0001
73 H 3.5847 -5.2650 6.0260  0.0000
74 H 4.8015 -4.5123 4.0061  0.0001
75 H 3.6759 -3.0709 2.3491  0.0001
76 H -0.0776 -1.5222 -4.9732  0.0000
77 H -0.5937 1.0785 -4.9924  -0.0006
78 N 6.2687 2.9758 -0.8231  -0.0004
79 C 5.2401 2.4823 -0.6752  -0.0002
80 C 3.9517 1.8628 -0.4949  -0.0003
81 C 3.0839 2.3176 0.4937  0.0004
82 C 1.8440 1.7201 0.6560  0.0064
83 C 1.4466 0.6596 -0.1587  -0.1201
84 C 2.3286 0.2074 -1.1436  0.0048
85 C 3.5680 0.8032 -1.3156  0.0010
86 H 3.3873 3.1393 1.1306  -0.0001
87 H 1.1796 2.0926 1.4269  0.0013
88 H 2.0544 -0.6193 -1.7878  0.0009
89 H 4.2449 0.4525 -2.0846  -0.0001

Forces on atoms 1 to 2 (eV/Å):
0.2 -0.1 0.0
0.0 0.0 0.0

Summary:
highest occupied orbital energy (spin up / spin down) = -7.2 / -7.3 eV
largest force on an atom = 0.35 eV/A
multiplicity = 2
expectation value of S² = 0.76
energy above the lowest of the compared OMol25 structures with the same formula, charge and spin = 0.1044 eV
Kohn-Sham gap (spin up / spin down) = 6.02 / 6.09 eV

Here is a molecular structure, C51H35F3IN7O9SSbZr at a distorted geometry from the OMol25 dataset. Energies are from ωB97M-V with the def2-TZVPD basis set.

Last column: Löwdin charge in e.
Positions of all 109 atoms, in Å:
1 Zr 0.6235 0.1045 1.7202  1.6706
2 C 2.7297 1.7686 5.3698  -0.0941
3 C 1.9875 1.1505 6.3643  -0.0921
4 C 1.1259 0.1205 6.0416  -0.0446
5 C 0.9709 -0.2760 4.7078  -0.2042
6 C 1.6625 0.3880 3.6632  -0.2126
7 C 2.5547 1.3938 4.0461  -0.1188
8 C 0.0699 -1.3819 4.3389  -0.2125
9 C -0.3159 -2.3546 5.2991  0.0167
10 C -1.1478 -3.3767 4.9512  0.0097
11 C -1.6310 -3.4694 3.6296  -0.1637
12 C -2.4926 -4.4969 3.1965  -0.0343
13 C -2.8980 -4.5626 1.8922  -0.0746
14 C -2.4294 -3.6174 0.9689  -0.0622
15 C -1.5818 -2.6169 1.3574  -0.0629
16 C -1.1804 -2.4857 2.7077  -0.2717
17 N -0.3453 -1.4769 3.0749  -0.0033
18 H 3.4249 2.5554 5.6292  0.0948
19 H 2.0927 1.4690 7.3925  0.0963
20 H 0.5310 -0.3218 6.8273  0.1022
21 H 3.1411 1.9064 3.2837  0.0953
22 H 0.0808 -2.3000 6.2999  0.1076
23 H -1.4362 -4.1281 5.6723  0.1175
24 H -2.8108 -5.2367 3.9155  0.1090
25 H -3.5695 -5.3433 1.5682  0.1010
26 H -2.7452 -3.6817 -0.0614  0.1003
27 H -1.2211 -1.9095 0.6249  0.0465
28 N 2.2589 4.2185 -5.7875  0.1048
29 C 2.4291 3.5190 -4.6126  -0.3322
30 C 3.7103 3.1776 -4.1711  -0.0290
31 C 3.8695 2.4787 -2.9911  -0.0557
32 C 2.7621 2.1279 -2.2425  -0.3001
33 C 1.4891 2.4649 -2.6564  -0.0736
34 C 1.3252 3.1749 -3.8278  -0.0188
35 S 3.0308 1.1094 -0.8110  0.6240
36 O 3.0109 -0.2597 -1.3038  -0.4292
37 O 4.2575 1.4793 -0.1635  -0.2746
38 N 1.7855 1.2323 0.2359  -0.2282
39 C 1.5826 2.4710 0.6790  -0.5047
40 N 2.1648 3.5113 0.0657  0.1416
41 C 1.9073 4.7107 0.5395  -0.0948
42 C 1.0859 4.9304 1.6384  -0.0312
43 C 0.5435 3.7949 2.2227  -0.0816
44 N 0.7740 2.5789 1.7622  0.0655
45 H 3.0130 4.1497 -6.4533  0.0898
46 H 1.3396 4.1679 -6.1987  0.0896
47 H 4.5682 3.4542 -4.7675  0.1074
48 H 4.8435 2.1751 -2.6454  0.1150
49 H 0.6276 2.1792 -2.0725  0.0855
50 H 0.3347 3.4506 -4.1560  0.1173
51 H 2.3898 5.5222 0.0081  0.1158
52 H 0.8863 5.9208 2.0156  0.0972
53 H -0.0941 3.8545 3.0981  0.1296
54 O -1.0207 1.9949 -0.5214  0.0474
55 C -1.4150 1.3998 0.4753  -0.6308
56 O -1.1435 0.1646 0.7091  -0.3039
57 C -2.3332 2.0001 1.5010  -0.0458
58 C -3.4589 2.6911 1.1675  0.0780
59 C -4.3831 3.0630 2.1643  -0.1596
60 C -4.1447 2.7383 3.4922  0.0888
61 C -2.9973 2.0514 3.8517  -0.0604
62 C -2.0198 1.6409 2.8702  -0.2712
63 O -0.9536 1.0479 3.1554  -0.1134
64 N -2.8069 1.7225 5.2230  -0.3510
65 O -3.4960 2.3067 6.0465  0.0483
66 O -1.9868 0.8751 5.5238  0.0924
67 N -5.5830 3.7188 1.7958  -0.3790
68 O -5.7647 3.9656 0.6140  0.0527
69 O -6.3826 3.9998 2.6750  0.0525
70 H -3.6660 2.9422 0.1371  0.1324
71 H -4.8659 3.0085 4.2523  0.1299
72 F 1.6304 1.0104 -7.4610  0.0285
73 C 1.3600 0.4975 -6.2287  -0.2848
74 C 0.0836 0.6281 -5.7164  -0.0241
75 C -0.1640 0.1446 -4.4453  -0.1304
76 C 0.8312 -0.4784 -3.7029  -0.3322
77 C 2.0978 -0.6041 -4.2532  -0.1030
78 C 2.3730 -0.1122 -5.5169  -0.0085
79 Sb 0.3549 -1.0366 -1.6386  1.6357
80 C -1.6276 -1.6456 -2.4001  -0.3643
81 C -2.7568 -1.0480 -1.8606  -0.1197
82 C -4.0316 -1.3707 -2.2966  -0.0091
83 C -4.1592 -2.3285 -3.2822  -0.2797
84 F -5.3983 -2.6811 -3.7115  0.0380
85 C -3.0565 -2.9328 -3.8622  -0.0089
86 C -1.7941 -2.5698 -3.4246  -0.1327
87 C 1.0976 -3.0956 -1.8796  -0.3668
88 C 2.4648 -3.2806 -2.0289  -0.1525
89 C 3.0090 -4.5498 -2.1159  -0.0163
90 C 2.1631 -5.6376 -2.0260  -0.2868
91 F 2.6840 -6.8836 -2.1327  0.0392
92 C 0.8042 -5.4917 -1.8281  -0.0194
93 C 0.2780 -4.2120 -1.7503  -0.1587
94 H -0.6937 1.0980 -6.2996  0.1149
95 H -1.1552 0.2523 -4.0244  0.0998
96 H 2.8834 -1.0787 -3.6881  0.0841
97 H 3.3592 -0.1947 -5.9498  0.1174
98 H -2.6480 -0.2947 -1.0960  0.0828
99 H -4.9075 -0.8966 -1.8823  0.1165
100 H -3.1924 -3.6761 -4.6354  0.1144
101 H -0.9217 -3.0149 -3.8827  0.1059
102 H 3.1118 -2.4167 -2.0415  0.0729
103 H 4.0691 -4.7017 -2.2424  0.1156
104 H 0.1777 -6.3656 -1.7306  0.1144
105 H -0.7842 -4.0960 -1.5804  0.0817
106 I 1.7526 -3.5244 1.6579  0.8488
107 C 2.2561 -1.4307 1.4137  -0.7461
108 H 2.6902 -1.4159 0.4126  -0.0874
109 H 3.0994 -1.3067 2.1101  -0.0318

Forces on atoms 1 to 2 (eV/Å):
0.3 0.1 1.0
0.0 -0.1 -0.1

Summary:
highest occupied orbital energy = -5.8 eV
net charge = -1
largest force on an atom = 2.70 eV/A
energy above the lowest of the compared OMol25 structures with the same formula, charge and spin = 2.7965 eV
Kohn-Sham gap = 7.40 eV

Here is a molecular structure, C51H37BaN11S at a distorted geometry from the OMol25 dataset. Energies are from ωB97M-V with the def2-TZVPD basis set.

Last column: Löwdin charge in e.
Positions of all 101 atoms, in Å:
1 Ba -1.2044 0.5009 -0.5829  1.9400
2 C 3.7665 -2.8094 1.5413  -0.0757
3 C 2.9586 -3.0066 2.6682  -0.0756
4 C 1.5813 -2.8470 2.5970  -0.0175
5 C 1.0392 -2.4752 1.3803  -0.1128
6 C -0.3380 -2.1457 0.9715  -0.3215
7 N -0.3138 -1.7432 -0.3405  -0.0832
8 C 0.9372 -1.8442 -0.8245  -0.3140
9 N 1.3034 -1.6983 -2.1122  0.1951
10 C 0.5001 -1.1521 -3.0270  -0.3066
11 C 0.5846 -1.4269 -4.4742  -0.1072
12 C 1.3959 -2.2717 -5.2145  -0.0138
13 C 1.1601 -2.3508 -6.5788  -0.0789
14 C 0.1239 -1.6204 -7.1756  -0.0768
15 C -0.7004 -0.7960 -6.4246  -0.0110
16 C -0.4446 -0.7034 -5.0664  -0.1021
17 C -1.1458 0.0053 -3.9744  -0.2816
18 N -2.2272 0.7461 -4.1607  0.1962
19 C -3.1445 1.0274 -3.2049  -0.2948
20 N -3.2313 0.4796 -1.9835  -0.1046
21 C -4.4510 0.7504 -1.4225  -0.3042
22 N -4.9652 0.1720 -0.3470  0.1956
23 C -4.2921 -0.6841 0.4495  -0.3000
24 N -2.9479 -0.8225 0.5548  -0.0779
25 C -2.6468 -1.8378 1.3927  -0.3100
26 N -1.4121 -2.3006 1.7184  0.1760
27 C -3.8857 -2.3971 1.9105  -0.1241
28 C -4.1496 -3.4840 2.7457  -0.0312
29 C -5.4699 -3.7987 2.9943  -0.0932
30 C -6.5153 -3.0677 2.3936  -0.0902
31 C -6.2569 -2.0142 1.5416  -0.0217
32 C -4.9235 -1.6706 1.3151  -0.1126
33 C -5.1667 1.6646 -2.3222  -0.1112
34 C -6.3971 2.2977 -2.2186  -0.0198
35 C -6.7882 3.1174 -3.2638  -0.0845
36 C -5.9678 3.3000 -4.3867  -0.0855
37 C -4.7409 2.6656 -4.4882  -0.0188
38 C -4.3494 1.8439 -3.4397  -0.1078
39 N -0.5176 -0.2934 -2.8051  -0.0808
40 C 1.8410 -2.2866 0.2578  -0.1162
41 C 3.2137 -2.4528 0.3188  -0.0128
42 H 4.8374 -2.9254 1.6348  0.0977
43 H 3.4188 -3.2888 3.6051  0.0978
44 H 0.9483 -3.0080 3.4602  0.1049
45 H 2.1791 -2.8449 -4.7386  0.1117
46 H 1.7754 -2.9924 -7.1944  0.0988
47 H -0.0388 -1.7117 -8.2416  0.0998
48 H -1.5134 -0.2410 -6.8695  0.1127
49 H -3.3437 -4.0624 3.1756  0.1061
50 H -5.7128 -4.6296 3.6424  0.0946
51 H -7.5387 -3.3527 2.5953  0.0956
52 H -7.0548 -1.4641 1.0643  0.1093
53 H -7.0249 2.1437 -1.3528  0.1100
54 H -7.7432 3.6233 -3.2188  0.0974
55 H -6.3057 3.9473 -5.1844  0.0971
56 H -4.1102 2.7932 -5.3566  0.1104
57 H 3.8284 -2.2954 -0.5561  0.1111
58 C -1.4291 -0.7323 4.4502  0.0172
59 N -0.9299 0.6036 4.9086  -0.1902
60 C -1.7167 1.1660 6.0332  -0.0018
61 C -0.8284 1.5698 3.7281  -0.1018
62 C 0.4841 1.4145 3.0399  -0.3224
63 C 1.6443 1.6268 3.7938  -0.0820
64 C 2.8853 1.4448 3.2027  -0.0929
65 C 2.9290 1.0964 1.8549  -0.0855
66 C 1.7481 0.9660 1.1370  -0.1845
67 C 0.4571 1.0851 1.6805  -0.2036
68 H -1.2375 -1.4592 5.2348  0.1062
69 H -0.8925 -0.9884 3.5333  0.0744
70 H -2.4943 -0.6415 4.2556  0.1074
71 H 0.0392 0.4598 5.2204  0.1561
72 H -2.7231 1.3486 5.6653  0.1096
73 H -1.2475 2.0949 6.3422  0.1010
74 H -1.7349 0.4470 6.8486  0.1023
75 H -0.9987 2.5600 4.1569  0.1264
76 H -1.6475 1.3033 3.0605  0.1188
77 H 1.6057 1.9657 4.8279  0.1013
78 H 3.7946 1.5872 3.7700  0.0931
79 H 3.8800 0.9222 1.3697  0.0882
80 H 1.8697 0.6969 0.0875  0.0528
81 S 6.1250 3.3261 -0.8778  0.9997
82 C 4.4037 2.9837 -1.1827  -0.5115
83 C 3.9798 1.8915 -1.9288  -0.0632
84 C 2.6304 1.7491 -2.1925  -0.1430
85 N 1.6945 2.6112 -1.7883  0.0653
86 C 2.1137 3.6522 -1.0774  -0.1394
87 C 3.4430 3.8784 -0.7421  -0.0829
88 C 6.6907 1.8041 -0.1585  -0.5297
89 C 6.7970 1.6587 1.2162  -0.0893
90 C 7.2574 0.4562 1.7292  -0.1439
91 N 7.6126 -0.5868 0.9814  0.0665
92 C 7.5218 -0.4301 -0.3382  -0.1405
93 C 7.0844 0.7335 -0.9502  -0.0889
94 H 4.6796 1.1664 -2.3150  0.1000
95 H 2.2875 0.9009 -2.7716  0.0979
96 H 1.3533 4.3457 -0.7413  0.1100
97 H 3.7187 4.7376 -0.1465  0.1036
98 H 6.5109 2.4658 1.8759  0.1060
99 H 7.3386 0.3241 2.8006  0.1054
100 H 7.8239 -1.2756 -0.9432  0.1065
101 H 7.0638 0.8088 -2.0282  0.1042

Forces on atoms 1 to 2 (eV/Å):
1.3 3.4 1.3
-0.1 0.0 0.1

Summary:
highest occupied orbital energy (spin up / spin down) = -5.6 / -5.6 eV
largest force on an atom = 3.91 eV/A
energy above the lowest of the compared OMol25 structures with the same formula, charge and spin = 1.0358 eV
Kohn-Sham gap (spin up / spin down) = 4.72 / 4.72 eV